Density functional theory data (ωB97M-V/def2-TZVPD) for an isolated molecule of C5H9NO in a non-equilibrium geometry.

Computed properties:
Electronic energy ... -325.772926 a.u.
Kohn-Sham gap ... 9.47 eV
Strongest force on any atom ... 3.78 eV Å⁻¹
Net charge ... 0
ΔE to the lowest compared entry with this formula, charge and spin ... 432.2 kJ/mol
LUMO ... 0.88 eV
SMILES ... CC(=O)[C@@H]1CN1C

```
16
Properties=species:S:1:pos:R:3:forces:R:3:mulliken_charge:R:1
O 2.51216 0.54500 -0.89675 -0.4 0.1 0.5 -0.56
N -1.07562 -0.12753 -0.64002 0.4 0.1 -0.1 -0.07
C -0.52056 1.10355 -0.96220 1.6 1.5 1.9 -0.66
C 1.51393 0.22435 -0.28158 0.7 -1.9 -0.5 0.42
C -2.01950 -0.71626 0.28898 0.3 0.1 0.2 -0.77
C 1.54351 -0.13132 1.18960 0.1 0.1 0.1 -0.98
C 0.27698 -0.14043 -1.12666 -0.1 -0.5 -0.2 0.02
H -1.87616 -0.41646 1.33260 0.0 0.0 0.0 0.32
H 0.51454 -0.73357 -2.00071 -0.1 0.3 -0.3 0.34
H -3.04303 -0.43737 -0.01532 0.5 0.0 0.1 0.27
H -1.95484 -1.80770 0.21431 0.1 0.2 0.0 0.27
H -1.04927 1.85720 -1.55224 0.6 -0.4 -0.3 0.33
H 0.42180 1.58970 -0.15880 -3.6 0.4 -1.1 0.16
H 2.35867 0.39123 1.69121 -0.1 0.0 -0.1 0.33
H 0.61193 0.00161 1.75125 0.1 0.0 -0.4 0.28
H 1.78546 -1.20200 1.16631 -0.1 0.1 0.2 0.30
```
Forces are in eV/Å.